# 1
DFT (ωB97M-V with the def2-TZVPD basis set) results for CH2N4O3 in the gas phase in a non-equilibrium geometry.

The geometry in XYZ format:
```
10
Properties=species:S:1:pos:R:3:mulliken_charge:R:1
C 0.399 0.522 -0.122 0.613
H 1.675 -0.044 2.534 0.385
H -1.635 -1.629 0.305 0.381
N 0.995 0.738 0.952 -0.344
N 0.320 1.489 -1.154 -0.194
N -0.270 0.978 -2.092 -0.041
N -0.362 -0.668 -0.535 0.012
O 1.052 -0.365 1.837 -0.343
O -0.609 -0.340 -1.859 -0.122
O -1.565 -0.680 0.135 -0.349
```

Summary:
max |F|	2.418	eV/A
SMILES	O/N=c1/nnon1O
HOMO-LUMO gap	9.845	eV
relative energy (zero: lowest compared OMol25 entry of this formula, charge and spin)	1.615	eV
highest occupied orbital energy	-10.16	eV
M	118.05	u

***

# 2
DFT (ωB97M-V with the def2-TZVPD basis set) results for a molecular structure, C51H52HfN4O2SSbSiTe.

The geometry in XYZ format:
```
114
Properties=species:S:1:pos:R:3:mulliken_charge:R:1
Hf 0.880 0.290 0.036 0.152
C 5.477 0.196 0.175 -0.986
C 5.840 1.422 -0.364 -1.201
C 4.859 2.289 -0.812 -0.761
C 3.513 1.931 -0.711 0.661
C 3.110 0.697 -0.177 1.242
C 4.136 -0.152 0.258 -0.364
C 2.454 2.823 -1.224 1.325
C 2.702 4.207 -1.413 -1.384
C 1.714 5.013 -1.875 -1.464
C 0.469 4.449 -2.233 1.419
C -0.574 5.227 -2.779 -0.874
C -1.756 4.646 -3.146 -0.806
C -1.921 3.258 -2.989 -1.202
C -0.925 2.486 -2.453 -0.226
C 0.291 3.062 -2.037 -0.533
N 1.272 2.276 -1.468 1.059
H 6.240 -0.497 0.509 0.530
H 6.885 1.696 -0.447 0.423
H 5.154 3.229 -1.261 0.405
H 3.892 -1.136 0.644 0.442
H 3.663 4.613 -1.139 0.520
H 1.867 6.080 -1.987 0.435
H -0.415 6.291 -2.905 0.464
H -2.554 5.243 -3.565 0.422
H -2.846 2.788 -3.299 0.475
H -1.066 1.422 -2.365 0.695
O 1.866 -1.917 -0.273 -0.409
C 0.824 -2.456 0.131 -0.705
O -0.101 -1.731 0.624 -0.306
H 0.679 -3.542 0.077 0.514
C -0.253 -1.134 -4.363 -1.962
C -0.281 -0.893 -3.008 -0.708
N 0.771 -0.404 -2.335 0.833
C 1.881 -0.150 -3.027 0.318
C 2.018 -0.392 -4.389 0.508
C 0.911 -0.867 -5.071 -0.736
C 3.286 -0.086 -5.080 -1.418
C 4.533 -0.360 -4.685 -0.781
C 4.999 -1.160 -3.531 1.213
C 6.352 -1.172 -3.211 -0.617
C 6.749 -1.978 -2.158 -0.323
N 5.892 -2.715 -1.460 -0.547
C 4.619 -2.631 -1.841 -0.459
N 4.133 -1.906 -2.837 -0.193
H -1.139 -1.505 -4.859 0.574
H -1.188 -1.010 -2.437 1.174
H 2.713 0.252 -2.470 0.022
H 0.957 -1.029 -6.141 0.563
H 3.176 0.431 -6.029 0.441
H 5.335 0.002 -5.319 0.390
H 7.068 -0.582 -3.766 0.421
H 7.792 -2.036 -1.864 0.422
H 3.899 -3.211 -1.276 0.672
C 3.188 0.763 3.506 -1.022
Te 1.918 -0.776 2.779 0.472
C 0.295 -0.367 4.075 0.527
H 3.157 0.747 4.594 0.507
H 2.854 1.726 3.129 0.210
H 4.200 0.555 3.166 0.368
H 0.305 0.692 4.299 -0.369
H 0.386 -0.950 4.986 0.572
H -0.625 -0.617 3.555 -0.737
S -1.978 0.336 -0.275 -0.750
Sb -2.917 -1.570 0.609 1.550
C -4.984 -1.207 0.429 0.803
C -5.891 -2.002 1.127 -0.408
C -7.253 -1.779 0.993 -0.759
C -7.710 -0.761 0.166 -0.544
C -6.808 0.037 -0.523 -0.598
C -5.443 -0.184 -0.393 -0.638
C -2.721 -1.941 2.668 0.789
C -1.892 -2.960 3.131 -0.275
C -1.815 -3.223 4.490 -0.826
C -2.555 -2.461 5.387 -0.560
C -3.380 -1.445 4.926 -0.676
C -3.474 -1.189 3.565 -0.794
C -2.646 -3.505 -0.198 1.079
C -3.259 -4.540 0.507 -0.419
C -3.184 -5.845 0.044 -0.816
C -2.497 -6.128 -1.128 -0.562
C -1.887 -5.101 -1.834 -0.557
C -1.963 -3.794 -1.371 -0.783
H -5.548 -2.789 1.789 0.210
H -7.956 -2.396 1.536 0.415
H -8.774 -0.587 0.063 0.395
H -7.164 0.835 -1.161 0.419
H -4.738 0.448 -0.921 0.392
H -1.306 -3.547 2.435 0.424
H -1.176 -4.019 4.850 0.469
H -2.491 -2.664 6.448 0.429
H -3.959 -0.854 5.625 0.480
H -4.130 -0.402 3.212 0.406
H -3.790 -4.343 1.432 0.236
H -3.662 -6.640 0.602 0.431
H -2.437 -7.146 -1.489 0.401
H -1.347 -5.314 -2.748 0.462
H -1.475 -3.018 -1.931 0.479
C -1.280 4.466 1.828 -1.214
Si -0.630 2.892 2.628 -0.244
C 0.407 3.419 4.111 -1.150
C -2.150 1.952 3.226 -0.338
C 0.451 2.069 1.324 1.288
H -1.849 5.081 2.530 0.393
H -1.942 4.217 0.992 0.281
H -0.460 5.074 1.434 0.286
H -0.208 3.971 4.827 0.387
H 1.210 4.087 3.786 0.309
H 0.871 2.595 4.653 0.352
H -2.935 2.675 3.466 0.593
H -1.969 1.354 4.120 0.289
H -2.533 1.297 2.442 -0.385
H 1.481 2.354 1.610 -0.035
H 0.211 2.756 0.499 -0.412
```

Summary:
net charge	+1
max |F|	0.655	eV/A
HOMO-LUMO gap	7.928	eV
relative energy (zero: lowest compared OMol25 entry of this formula, charge and spin)	0.010	eV
highest occupied orbital energy	-10.44	eV
M	1241.01	u

***

# 3
DFT (ωB97M-V with the def2-TZVPD basis set) results for a gas-phase ion, C10H14N3 (charge +1) in a non-equilibrium geometry.

The geometry in XYZ format:
```
27
Properties=species:S:1:pos:R:3:mulliken_charge:R:1
C 1.929 1.630 -0.450 -1.120
C 2.741 0.584 -0.166 -0.410
C 0.899 -0.907 0.421 -1.467
C 0.540 1.475 -0.216 0.491
C 2.241 -0.683 0.343 0.871
C -0.041 0.087 -0.188 1.163
C -0.409 2.379 0.199 -1.032
C -1.499 1.649 0.703 0.077
C -2.946 -1.128 -0.443 -1.111
C -2.291 -0.683 0.864 -0.394
N 3.163 -1.578 0.773 -0.456
N -0.116 -0.410 -1.669 -0.569
N -1.330 0.354 0.623 0.147
H 2.322 2.599 -0.712 0.447
H 3.812 0.693 -0.254 0.363
H 0.506 -1.871 0.696 0.302
H -0.316 3.447 0.225 0.507
H -2.372 2.066 1.179 0.504
H -3.459 -0.292 -0.912 0.302
H -2.194 -1.508 -1.130 0.376
H -3.668 -1.912 -0.245 0.402
H -1.772 -1.526 1.327 0.242
H -3.041 -0.302 1.561 0.366
H 4.142 -1.418 0.618 0.192
H 2.877 -2.490 1.077 0.205
H -0.553 0.302 -2.247 0.286
H 0.837 -0.556 -1.977 0.316
```

Summary:
net charge	+1
max |F|	2.612	eV/A
SMILES	CC[N+]1=CC=C2C=CC(N)=C[C@]21N
HOMO-LUMO gap (alpha / beta)	6.614 / 6.613	eV
relative energy (zero: lowest compared OMol25 entry of this formula, charge and spin)	1.630	eV
highest occupied orbital energy (alpha / beta)	-11.73 / -11.73	eV
M	176.24	u

***

# 4
DFT (ωB97M-V with the def2-TZVPD basis set) results for C7H8N2OS in the gas phase in a non-equilibrium geometry.

The geometry in XYZ format:
```
19
Properties=species:S:1:pos:R:3:mulliken_charge:R:1
S -2.674 -0.243 -1.091 -0.435
N 0.667 -0.404 1.730 -0.498
O -3.030 -0.641 1.826 -0.471
C -1.348 -0.575 -0.096 0.418
C 0.996 -0.340 0.502 0.731
C 0.343 1.465 -2.068 -0.633
C -0.592 -0.602 2.206 -0.296
C -1.715 -0.731 1.339 0.220
C 0.143 0.124 -1.781 -0.589
N -0.036 -0.383 -0.478 0.160
C 2.404 0.018 0.191 -1.162
H -3.622 -0.820 1.058 0.280
H 0.286 2.289 -1.359 0.307
H 0.518 1.712 -3.110 0.262
H -0.764 -0.624 3.322 0.347
H 0.056 -0.505 -2.632 0.412
H 2.501 1.120 0.013 0.248
H 2.830 -0.518 -0.648 0.375
H 3.038 -0.343 1.075 0.323
```

Summary:
max |F|	4.468	eV/A
SMILES	C=Cn1c(C)ncc(O)c1=S
HOMO-LUMO gap	8.012	eV
relative energy (zero: lowest compared OMol25 entry of this formula, charge and spin)	1.648	eV
highest occupied orbital energy	-8.16	eV
M	168.22	u

***

# 5
DFT (ωB97M-V with the def2-TZVPD basis set) results for 8 unconnected molecules or ions with the total composition C32H58N9OS in a non-equilibrium geometry.

The geometry in XYZ format:
```
101
Properties=species:S:1:pos:R:3:mulliken_charge:R:1
C -2.405 -2.552 0.634 -0.512
C -3.227 -1.537 -0.352 0.425
C -4.033 -0.522 0.660 -0.790
N -5.282 -1.130 1.233 -0.281
S -6.696 -0.729 0.327 0.328
N -7.916 -1.919 0.775 -0.370
C -7.515 -3.113 0.341 0.809
O -7.056 -4.092 -0.310 -0.344
H -1.385 -2.091 0.897 0.321
H -3.003 -2.635 1.631 0.331
H -2.255 -3.575 0.127 -0.176
H -2.557 -0.970 -1.094 -0.088
H -4.032 -2.177 -0.885 0.109
H -4.171 0.516 0.183 0.428
H -3.305 -0.374 1.560 0.298
H -5.101 -2.152 1.268 0.340
H -7.256 0.488 0.791 0.312
C 0.773 -1.888 -3.689 -1.119
C 0.696 -0.578 -4.468 -0.349
C 0.602 0.650 -3.560 -0.007
C -0.642 0.565 -2.716 0.313
N -1.631 0.498 -2.044 -0.707
H -0.128 -2.055 -3.092 0.247
H 0.868 -2.733 -4.376 0.363
H 1.637 -1.895 -3.018 0.286
H -0.171 -0.613 -5.136 0.200
H 1.586 -0.488 -5.099 0.386
H 0.564 1.561 -4.164 0.212
H 1.477 0.713 -2.906 0.088
C 3.827 1.443 0.065 -1.152
C 3.640 2.729 0.863 -0.461
C 2.340 3.459 0.520 0.026
C 2.338 3.840 -0.938 0.217
N 2.336 4.142 -2.096 -0.515
H 3.897 1.641 -1.008 0.309
H 4.752 0.942 0.363 0.357
H 2.995 0.752 0.234 0.288
H 4.495 3.388 0.680 0.302
H 3.643 2.488 1.931 0.339
H 2.246 4.365 1.126 -0.035
H 1.475 2.822 0.726 0.318
C -4.084 1.627 -6.264 -1.076
C -4.007 2.779 -5.267 -0.372
C -2.956 3.825 -5.645 -0.425
C -1.593 3.187 -5.689 0.296
N -0.510 2.680 -5.724 -0.530
H -3.144 1.070 -6.310 0.272
H -4.865 0.921 -5.970 0.315
H -4.317 1.994 -7.269 0.321
H -3.786 2.373 -4.273 0.244
H -4.987 3.262 -5.206 0.315
H -2.949 4.634 -4.909 0.276
H -3.181 4.259 -6.624 0.310
C -3.506 -8.297 0.037 -1.096
C -4.144 -7.144 -0.731 -0.417
C -3.125 -6.315 -1.516 -0.375
C -2.119 -5.712 -0.570 0.197
N -1.321 -5.233 0.182 -0.546
H -2.803 -7.938 0.793 0.266
H -4.272 -8.876 0.557 0.433
H -2.971 -8.970 -0.640 0.276
H -4.680 -6.501 -0.025 0.231
H -4.887 -7.548 -1.426 0.359
H -3.631 -5.511 -2.059 0.321
H -2.601 -6.939 -2.246 0.320
C 2.364 8.158 0.456 -1.082
C 2.604 9.018 1.693 -0.633
C 3.620 8.402 2.658 -0.156
C 3.121 7.064 3.139 0.336
N 2.724 6.002 3.522 -0.580
H 1.940 7.185 0.717 0.222
H 1.656 8.650 -0.216 0.373
H 3.296 7.992 -0.093 0.308
H 1.650 9.173 2.208 0.324
H 2.964 10.002 1.378 0.349
H 3.768 9.060 3.519 0.351
H 4.586 8.267 2.164 0.168
C -0.395 -11.831 1.828 -1.184
C -0.321 -10.365 2.242 -0.329
C -1.332 -10.002 3.333 -0.388
C -2.732 -10.250 2.834 0.306
N -3.843 -10.446 2.438 -0.556
H -1.368 -12.079 1.395 0.357
H 0.362 -12.051 1.071 0.336
H -0.221 -12.490 2.685 0.310
H -0.486 -9.738 1.359 0.215
H 0.689 -10.149 2.605 0.324
H -1.230 -8.948 3.604 0.282
H -1.160 -10.602 4.231 0.358
C 8.307 5.872 4.864 -1.136
C 8.121 7.158 5.662 -0.462
C 6.822 7.891 5.317 -0.301
C 6.822 8.271 3.859 0.323
N 6.821 8.573 2.702 -0.583
H 8.378 6.069 3.791 0.356
H 9.230 5.369 5.163 0.327
H 7.473 5.182 5.033 0.299
H 8.978 7.816 5.479 0.295
H 8.123 6.918 6.729 0.313
H 6.729 8.796 5.923 0.316
H 5.956 7.255 5.522 0.282
```

Summary:
net charge	+1
max |F|	9.266	eV/A
HOMO-LUMO gap	6.879	eV
relative energy (zero: lowest compared OMol25 entry of this formula, charge and spin)	4.096	eV
highest occupied orbital energy	-12.45	eV
M	616.95	u

***

# 6
DFT (ωB97M-V with the def2-TZVPD basis set) results for C4H8O in the gas phase.

The geometry in XYZ format:
```
13
Properties=species:S:1:pos:R:3:mulliken_charge:R:1
C -1.623 0.377 0.161 -1.197
C -0.617 -0.698 0.478 0.169
O -0.066 -1.405 -0.627 -0.454
C 0.820 -0.627 0.169 0.157
C 1.504 0.528 -0.515 -1.167
H -1.941 0.888 1.077 0.291
H -2.508 -0.074 -0.300 0.281
H -1.229 1.120 -0.537 0.310
H -0.903 -1.349 1.309 0.375
H 1.479 -1.233 0.796 0.381
H 0.797 1.279 -0.875 0.289
H 2.210 1.015 0.164 0.300
H 2.062 0.159 -1.381 0.267
```

Summary:
max |F|	0.281	eV/A
SMILES	C[C@@H]1O[C@@H]1C
HOMO-LUMO gap	11.247	eV
relative energy (zero: lowest compared OMol25 entry of this formula, charge and spin)	1.045	eV
highest occupied orbital energy	-10.06	eV
M	72.11	u